Model P:
C5H12N2S | ωB97M-V/def2-TZVPD

Geometry as XYZ:
```
20
Properties=species:S:1:pos:R:3:nbo_charge:R:1
C -0.8809 1.2825 2.3501 -0.469
C -1.7831 1.2679 1.1417 -0.312
C -0.9298 -0.2389 2.5975 -0.314
C 2.5168 -1.4433 -1.3963 -0.609
C 2.2754 -0.0240 -0.9629 -0.512
N -1.4649 -0.0723 0.4705 -0.114
N -1.0013 -0.9042 1.2537 -0.134
S 0.5763 0.5493 -1.0732 -0.013
H 0.0222 1.8084 2.1783 0.226
H -1.3155 1.8475 3.2142 0.228
H -2.8970 1.1446 1.3475 0.215
H -1.6355 1.9645 0.3234 0.225
H -0.0763 -0.6997 3.2242 0.213
H -1.8697 -0.6602 3.1335 0.214
H 1.8291 -2.0792 -0.8047 0.213
H 2.2917 -1.6124 -2.3989 0.206
H 3.4961 -1.6621 -1.2214 0.209
H 2.9263 0.6694 -1.5696 0.201
H 2.4712 0.1915 0.0917 0.212
H 0.2038 -0.1807 -2.0846 0.115
```

Output
**Net charge**: 0
**Orbital gap**: 0.3365 Eh
**Structure (SMILES)**: C1CN=NC1.CCS


Model Q:
C5H12N2S | ωB97M-V/def2-TZVPD

Geometry as XYZ:
```
20
Properties=species:S:1:pos:R:3:nbo_charge:R:1
C -0.9684 -1.1424 -0.2557 -0.243
C 0.1990 -0.2463 -0.0911 0.104
C 1.4947 -1.0779 -0.0350 -0.525
C -0.0004 0.8736 0.9661 -0.443
C -0.2520 1.9222 -0.1301 -0.214
H -2.9583 -0.1939 -0.9177 0.365
H -2.6075 -0.2057 0.6942 0.352
H -0.9706 -1.6369 -1.2797 0.214
H -0.6721 -2.1002 0.4330 0.201
H 1.6000 -1.8266 -0.8159 0.217
H 1.6637 -1.6193 0.8511 0.223
H 3.7468 -0.9003 0.7355 0.113
H 0.7759 1.1651 1.6855 0.234
H -0.8401 0.7451 1.7254 0.197
H 0.0644 2.9966 0.1532 0.200
H -1.4638 1.9853 -0.2656 0.156
H 0.1373 0.9778 -2.1480 0.370
N -2.3991 -0.7398 -0.0597 -0.839
N 0.4761 1.0429 -1.1069 -0.658
S 2.9745 -0.0194 -0.1388 -0.024
```

Output
**Net charge**: 0
**Orbital gap**: 0.3510 Eh
**Structure (SMILES)**: NC[C@]1(CS)CCN1


Model R:
C5H12N2S | ωB97M-V/def2-TZVPD

Geometry as XYZ:
```
20
Properties=species:S:1:pos:R:3:nbo_charge:R:1
C -1.0080 1.5783 1.3141 -0.646
C -0.2113 1.4760 -0.0703 -0.211
C 0.7572 -0.6816 0.2980 0.484
C 0.0601 -1.7356 1.2119 -0.698
C 2.6045 0.3301 -0.8208 -0.449
H -1.9867 1.0539 1.1380 0.210
H -0.4806 0.9141 1.9614 0.203
H -1.2498 2.6127 1.7175 0.232
H 0.7880 1.9354 -0.1533 0.218
H -0.8448 1.9833 -0.8781 0.200
H -1.9975 -1.0343 0.4144 0.096
H -0.0941 -2.6728 0.5674 0.261
H -0.9140 -1.1649 1.5822 0.210
H 0.7827 -1.7292 2.1603 0.263
H 2.8723 1.5125 -0.7378 0.198
H 3.5141 -0.2616 -1.0532 0.213
H 1.8348 0.1040 -1.7711 0.188
N -0.1943 0.0302 -0.5273 -0.663
N 1.9962 -0.2256 0.3838 -0.505
S -1.7533 -0.4805 -0.9714 0.197
```

Output
**Net charge**: 0
**Orbital gap**: 0.3416 Eh
**Structure (SMILES)**: CCN(S)/C(C)=N\C


Stability order, top to bottom: model P, model Q, model R


Model P:
BF4Sn | ωB97M-V/def2-TZVPD

Geometry as XYZ:
```
6
Properties=species:S:1:pos:R:3:nbo_charge:R:1
Sn 0.3478 3.6714 2.5639 1.714
B -0.0891 -0.7923 -0.5190 1.327
F 1.1128 -1.2470 -0.1045 -0.504
F -0.5961 0.1259 0.5134 -0.544
F 0.1812 0.0235 -1.6270 -0.497
F -0.9567 -1.7815 -0.8269 -0.497
```

Output
**Net charge**: +1
**Orbital gap**: 0.1033 Eh


Model Q:
BF4Sn | ωB97M-V/def2-TZVPD

Geometry as XYZ:
```
6
Properties=species:S:1:pos:R:3:nbo_charge:R:1
Sn 1.0838 -0.5658 -2.4085 1.845
B -0.2105 0.1425 0.5255 1.333
F -0.1777 1.0285 -0.6298 -0.575
F -0.1416 -1.2002 -0.0163 -0.571
F 0.8482 0.3227 1.3672 -0.522
F -1.4022 0.2723 1.1618 -0.510
```

Output
**Net charge**: +1
**Orbital gap**: 0.2509 Eh


Stability order, top to bottom: model Q, model P


Model P:
C3H3Cl | ωB97M-V/def2-TZVPD

Geometry as XYZ:
```
7
Properties=species:S:1:pos:R:3:nbo_charge:R:1
C 0.0886 -0.8778 0.2759 -0.515
C -0.4733 0.4117 -0.1172 -0.071
C -0.5689 1.6065 -0.4258 -0.211
H -0.3695 -1.9587 0.4479 0.263
H 0.5331 -0.9107 1.3108 0.247
H -0.6567 2.8037 -0.7598 0.287
Cl 1.4467 -1.0747 -0.7318 0.001
```

Output
**Net charge**: 0
**Orbital gap**: 0.4050 Eh
**Structure (SMILES)**: C#CCCl


Model Q:
C3H3Cl | ωB97M-V/def2-TZVPD

Geometry as XYZ:
```
7
Properties=species:S:1:pos:R:3:nbo_charge:R:1
C -0.6958 -1.0586 -0.1010 0.183
C 0.6795 0.2718 0.6368 -0.180
C -0.4590 0.3989 -0.3290 -0.686
Cl 2.1795 -0.0669 -0.1779 -0.030
H 0.0324 -1.0406 0.9094 0.167
H -0.4606 0.8040 -1.2760 0.253
H -1.2760 0.6914 0.3377 0.294
```

Output
**Net charge**: 0
**Orbital gap**: 0.2788 Eh


Model R:
C3H3Cl | ωB97M-V/def2-TZVPD

Geometry as XYZ:
```
7
Properties=species:S:1:pos:R:3:nbo_charge:R:1
C 0.8246 -0.9756 0.0045 0.069
C -0.8459 0.3034 -0.6550 -0.077
C 0.3020 0.3639 0.2598 -0.740
Cl -2.2943 0.0660 0.1855 0.024
H 0.7591 -1.4261 -0.9571 0.144
H 0.0799 0.6098 1.3997 0.236
H 1.1746 1.0585 -0.2375 0.343
```

Output
**Net charge**: 0
**Orbital gap (alpha / beta)**: 0.2757 / 0.2695 Eh


Stability order, top to bottom: model P, model Q, model R


Model P:
C4H11NO2 | ωB97M-V/def2-TZVPD

Geometry as XYZ:
```
18
Properties=species:S:1:pos:R:3:mulliken_spin:R:1
C 2.0108 2.7320 -0.7542 0.034
C 0.8861 2.1229 -1.6030 0.011
N 2.3207 1.8764 0.3949 0.825
H 2.9221 2.8211 -1.4041 0.097
H 1.7435 3.7519 -0.4643 0.045
H 0.4010 2.8246 -2.2777 -0.001
H 0.0355 2.0123 -0.8997 0.002
H -2.0697 -1.2154 2.2684 0.000
H 2.2153 0.9105 0.0639 -0.006
H 3.2584 2.0752 0.7611 -0.007
H 1.0737 1.1562 -2.0663 -0.001
C -1.5534 -1.7730 -0.8610 0.000
C -1.3519 -1.8801 0.6279 0.000
O -0.6420 -2.6873 1.1413 0.000
O -2.0332 -0.9425 1.3398 0.000
H -2.2238 -1.1413 -1.4217 0.000
H -1.6482 -2.8182 -1.1745 0.000
H -0.5451 -1.4280 -1.1665 0.000
```

Output
**Net charge**: +1
**Orbital gap (alpha / beta)**: 0.3494 / 0.1417 Eh
**Spin multiplicity**: 2


Model Q:
C4H11NO2 | ωB97M-V/def2-TZVPD

Geometry as XYZ:
```
18
Properties=species:S:1:pos:R:3:mulliken_spin:R:1
N -0.3535 -3.0840 -0.0378 0.290
C 0.0240 -1.7611 -0.1659 0.067
C -0.5085 -1.0127 -1.2308 0.501
C -1.1351 0.4270 -1.1906 -0.016
C -0.5634 1.3946 -1.9460 0.093
H -0.0388 -3.6351 0.6802 -0.015
H -1.1254 -3.3960 -0.6217 -0.007
H 0.3162 -1.2373 0.8613 0.030
H -0.3422 -1.5537 -2.1595 0.022
H -2.0208 0.6801 -0.6327 0.025
H -0.9513 2.4431 -2.3427 0.003
H 0.5370 1.4943 -2.1762 0.002
H 0.8511 0.4534 3.2695 0.000
H 0.2406 0.8139 1.9502 0.001
O 0.1330 0.1543 2.6572 0.003
H 1.4511 3.2055 1.5459 0.000
H 1.6975 2.2788 0.2668 0.000
O 1.7887 2.3349 1.2728 0.000
```

Output
**Net charge**: +1
**Orbital gap (alpha / beta)**: 0.3392 / 0.2705 Eh
**Spin multiplicity**: 2


Model R:
C4H11NO2 | ωB97M-V/def2-TZVPD

Geometry as XYZ:
```
18
Properties=species:S:1:pos:R:3:mulliken_spin:R:1
C -0.2501 3.1169 0.8649 -0.008
N 0.1726 1.5779 0.9574 0.916
C -0.3973 0.2859 0.2467 0.005
C 0.0035 -1.0318 0.9048 0.012
C -0.5163 -2.2123 0.0433 0.001
O -0.4201 -2.5208 -1.1151 0.001
H -0.9475 3.1108 -0.0438 -0.001
H 0.6924 3.6804 0.5910 0.028
H -0.6948 3.4385 1.8139 0.020
H 0.5496 1.3835 1.9172 -0.032
H -0.0636 0.4021 -0.7823 0.029
H -1.4649 0.5805 0.1373 0.034
H 1.0464 -1.3194 0.8946 -0.002
H -0.4252 -0.9955 1.8934 -0.004
H -1.3561 -2.6492 0.7592 0.001
H 1.3566 -1.7949 -2.3612 0.000
H 0.9522 -2.6763 -3.5853 0.000
O 1.7626 -2.3762 -3.1359 0.000
```

Output
**Net charge**: +1
**Orbital gap (alpha / beta)**: 0.3659 / 0.2072 Eh
**Spin multiplicity**: 2


Model S:
C4H11NO2 | ωB97M-V/def2-TZVPD

Geometry as XYZ:
```
18
Properties=species:S:1:pos:R:3:mulliken_spin:R:1
C 3.0512 -0.6976 -1.1998 -0.002
C 1.8120 0.2026 -1.0691 0.007
C 0.5433 -0.4072 -0.5169 0.103
C 0.4859 -0.2032 1.0265 0.003
N -0.2294 0.7947 1.4612 0.044
O 1.3014 -0.8379 1.6734 0.784
H 3.5562 -0.5252 -2.1463 0.004
H 2.8259 -1.7594 -1.1218 0.001
H 3.7317 -0.5471 -0.3566 0.005
H 2.1306 1.1505 -0.6509 0.005
H 1.5412 0.4320 -2.1079 0.022
H -0.3663 0.0070 -0.9563 0.025
H 0.5506 -1.4767 -0.7347 -0.001
H -1.0568 1.0128 0.9313 -0.004
H -0.3090 0.9262 2.4684 0.004
H -5.5088 0.9189 -0.0498 0.000
H -6.1558 0.2557 -1.2279 0.000
O -5.6217 1.0278 -1.0018 0.000
```

Output
**Net charge**: +1
**Orbital gap (alpha / beta)**: 0.3658 / 0.1800 Eh
**Spin multiplicity**: 2


Stability order, top to bottom: model S, model P, model Q, model R